Here is C27H26ClN6O3 as an isolated structure from the OMol25 dataset. Energies are from wB97M-V/def2-TZVPD.

Summary:
Gap between HOMO and LUMO (eV): 7.621
Strongest force on any atom (eV/A): 2.8
LUMO (eV): -4.1
Net charge: +1

Each line ends with the Löwdin charge.
Atoms and positions in Å:
C -4.654 0.893 0.534  0.002
C -5.459 0.093 -0.457  -0.494
O -6.587 0.389 -0.753  0.114
N -4.796 -1.032 -1.073  0.011
C -5.212 -2.322 -0.492  -0.198
C -4.588 -2.581 0.881  -0.175
C -3.073 -2.355 0.912  -0.182
C -2.274 -3.574 0.429  -0.193
N -1.024 -3.801 1.160  -0.445
Cl -1.008 -5.097 2.251  0.794
C 0.093 -3.069 1.095  -0.353
N 1.190 -3.301 1.844  0.142
C 2.048 -2.351 1.504  -0.086
N 1.556 -1.540 0.580  0.153
N 0.286 -1.988 0.294  0.077
C -0.455 -1.251 -0.677  -0.202
C -0.649 -1.735 -1.961  0.015
C -1.251 -0.873 -2.864  -0.022
C -1.572 0.416 -2.441  -0.118
N -1.424 0.856 -1.193  0.094
C -0.887 0.024 -0.321  -0.098
H -4.251 1.767 0.013  0.092
H -5.314 1.260 1.321  0.091
H -3.823 0.336 0.963  0.054
H -5.051 -1.019 -2.056  0.121
H -6.305 -2.394 -0.423  0.123
H -4.898 -3.105 -1.190  0.120
H -4.837 -3.596 1.206  0.118
H -5.045 -1.910 1.615  0.115
H -2.772 -2.173 1.949  0.127
H -2.831 -1.478 0.314  0.061
H -2.077 -3.555 -0.648  0.116
H -2.880 -4.466 0.596  0.104
H 3.049 -2.224 1.889  0.137
H 1.979 -0.726 0.100  0.010
H -0.306 -2.725 -2.242  0.133
H -1.422 -1.162 -3.894  0.117
H -1.957 1.130 -3.162  0.119
H -0.727 0.387 0.691  0.139
C 0.759 3.906 -1.651  -0.037
C 1.364 5.072 -1.196  -0.028
C 2.557 5.012 -0.490  0.018
C 3.139 3.782 -0.215  -0.074
C 2.521 2.610 -0.656  -0.075
C 1.350 2.681 -1.399  -0.002
C 3.066 1.271 -0.308  -0.183
O 2.474 0.239 -0.629  0.056
C 4.314 1.216 0.495  -0.074
C 4.835 -0.022 0.860  -0.007
C 6.004 -0.092 1.599  -0.042
C 6.661 1.074 1.973  -0.028
C 6.146 2.310 1.618  0.020
C 4.971 2.387 0.884  -0.068
C 4.420 3.734 0.546  -0.270
O 4.989 4.745 0.883  0.137
H -0.168 3.956 -2.207  0.113
H 0.905 6.032 -1.394  0.117
H 3.040 5.913 -0.137  0.128
H 0.905 1.764 -1.751  0.096
H 4.323 -0.924 0.553  0.102
H 6.408 -1.055 1.880  0.115
H 7.578 1.017 2.545  0.119
H 6.645 3.224 1.907  0.130